Below is a 6-piece molecular cluster, C64H52F9N2O17P overall, with properties calculated with ωB97M-V with the def2-TZVPD basis set.

The calculation puts the total energy at -5097.12278 Ha. Its gap between HOMO and LUMO is 6.139 eV. Its energy above the lowest of the compared OMol25 structures with the same formula, charge and spin is 20.077 eV. The structure (SMILES) is CCOCCOc1c(COC(C)=O)c(CCN)c(COc2ccccc2)c2c1C(=O)c1c(ccc(C(F)(F)C(F)(F)C(F)(F)C(F)(F)F)c1[PH2]=N)C2=O.O=C1C=CC(=O)C=C1.O=C1C=CC(=O)C=C1.O=C1C=CC(=O)C=C1.O=C1C=CC(=O)C=C1.O=C1C=CC(=O)C=C1.

```
! RIJCOSX wB97M-V def2-TZVPD def2/J DEFGRID3
* xyz 0 1
C 1.35 -5.34 0.09
C 1.89 -4.14 -0.90
O 1.95 -2.89 -0.08
C 1.25 -1.88 -0.90
C 1.52 -0.32 -0.41
O 1.51 0.52 -1.65
C 0.28 1.37 -1.63
C -1.05 0.98 -2.57
C -0.91 -0.36 -3.49
O -1.16 -0.16 -4.93
C -0.37 0.95 -5.47
C -1.25 2.14 -6.26
O 0.97 1.07 -5.43
C -2.37 1.96 -2.46
C -3.67 1.53 -3.40
C -4.67 0.50 -2.54
N -4.26 0.52 -1.07
C -2.49 3.29 -1.47
C -3.84 4.25 -1.38
O -5.10 3.49 -1.27
C -6.28 4.31 -1.54
C -6.50 5.24 -2.91
C -7.85 6.17 -3.18
C -9.10 6.23 -2.11
C -8.93 5.28 -0.75
C -7.56 4.35 -0.47
C -1.17 3.63 -0.55
C 0.20 2.67 -0.64
C 1.49 3.10 0.33
O 2.74 3.12 -0.13
C 1.05 3.53 1.88
C -0.30 4.50 1.96
C -0.76 4.99 3.46
C 0.07 4.50 4.81
C 1.40 3.49 4.76
C 2.10 3.09 6.16
F 3.05 1.96 6.16
F 2.90 4.30 6.60
C 1.05 2.80 7.42
F -0.26 2.25 7.00
F 0.76 4.17 7.99
C 1.71 1.95 8.66
F 3.08 2.42 9.06
F 0.85 2.26 9.86
C 1.68 0.32 8.50
F 3.05 -0.22 8.83
F 0.74 -0.27 9.49
F 1.34 -0.20 7.16
C 1.87 3.05 3.24
P 3.40 1.96 2.96
N 4.71 2.91 3.18
C -1.10 4.89 0.54
O -1.59 6.12 0.31
H 1.31 -5.02 1.23
H 2.07 -6.28 -0.06
H 0.28 -5.65 -0.30
H 1.09 -4.02 -1.76
H 2.93 -4.36 -1.39
H 0.08 -2.04 -0.89
H 1.67 -1.94 -2.01
H 2.56 -0.17 0.13
H 0.67 0.07 0.33
H -1.73 -1.14 -3.10
H 0.13 -0.91 -3.39
H -1.15 3.12 -5.62
H -2.39 1.81 -6.34
H -0.87 2.28 -7.37
H -3.38 1.11 -4.45
H -4.28 2.54 -3.58
H -4.67 -0.59 -2.98
H -5.74 1.01 -2.58
H -5.08 0.36 -0.45
H -3.48 -0.15 -0.87
H -3.79 4.95 -2.34
H -3.81 4.99 -0.46
H -5.68 5.28 -3.77
H -7.98 6.82 -4.17
H -10.08 6.89 -2.27
H -9.84 5.30 0.00
H -7.55 3.72 0.52
H -1.70 5.70 3.58
H -0.37 4.93 5.83
H 3.48 1.35 1.64
H 3.37 0.82 3.89
H 4.40 3.90 3.38
C 5.02 7.64 1.79
C 5.51 8.24 0.71
C 5.06 7.87 -0.65
O 5.51 8.42 -1.64
C 4.06 6.79 -0.76
C 3.57 6.18 0.33
C 4.02 6.56 1.68
O 3.57 6.00 2.68
H 5.34 7.90 2.80
H 6.25 9.04 0.77
H 3.74 6.53 -1.76
H 2.84 5.39 0.27
C -5.32 -4.65 -0.88
C -4.64 -3.51 -1.08
C -3.82 -3.31 -2.29
O -3.20 -2.27 -2.46
C -3.77 -4.40 -3.27
C -4.45 -5.54 -3.08
C -5.27 -5.75 -1.87
O -5.90 -6.78 -1.69
H -5.92 -4.82 0.00
H -4.66 -2.70 -0.36
H -3.17 -4.24 -4.15
H -4.43 -6.35 -3.79
C 3.06 -4.88 -6.28
C 1.89 -4.83 -5.64
C 1.61 -5.72 -4.49
O 0.54 -5.68 -3.90
C 2.67 -6.66 -4.08
C 3.84 -6.71 -4.73
C 4.12 -5.82 -5.87
O 5.19 -5.87 -6.46
H 3.28 -4.24 -7.12
H 1.10 -4.15 -5.92
H 2.45 -7.31 -3.24
H 4.63 -7.40 -4.44
C 6.65 0.81 8.25
C 5.68 0.57 7.37
C 5.97 -0.02 6.05
O 5.08 -0.24 5.24
C 7.38 -0.34 5.74
C 8.36 -0.10 6.63
C 8.06 0.49 7.95
O 8.95 0.71 8.76
H 6.46 1.24 9.22
H 4.64 0.79 7.58
H 7.58 -0.78 4.77
H 9.39 -0.33 6.42
C -0.78 -9.78 -2.98
C -1.42 -8.78 -3.59
C -2.89 -8.66 -3.52
O -3.49 -7.75 -4.08
C -3.62 -9.68 -2.74
C -2.98 -10.68 -2.13
C -1.51 -10.80 -2.20
O -0.92 -11.71 -1.64
H 0.30 -9.88 -3.02
H -0.90 -8.02 -4.16
H -4.70 -9.58 -2.70
H -3.50 -11.44 -1.56
*
```

Below is a 11-piece molecular cluster, C64H58F10O5S overall, with properties calculated with ωB97M-V with the def2-TZVPD basis set.

The calculation puts the total energy at -4246.57279 Ha. Its gap between HOMO and LUMO is 9.630 eV.

```
! RIJCOSX wB97M-V def2-TZVPD def2/J DEFGRID3
* xyz 0 1
O 4.01 1.19 8.07
C 4.34 2.28 7.71
O 3.59 3.38 7.98
C 5.61 2.57 6.97
C 6.68 2.96 7.96
C 7.91 3.54 7.30
O 7.56 4.21 6.09
S 8.72 4.16 4.96
O 8.04 4.30 3.72
O 9.26 5.68 5.22
H 3.24 3.69 7.14
H 5.40 3.35 6.27
H 5.88 1.68 6.44
H 6.31 3.58 8.75
H 7.01 2.05 8.42
H 8.67 2.80 7.17
H 8.31 4.27 7.99
H 9.32 5.80 6.17
F 9.95 7.76 9.56
C 8.71 7.47 10.02
C 7.62 8.11 9.47
C 6.36 7.80 9.94
C 6.20 6.87 10.95
C 7.31 6.25 11.50
C 8.58 6.54 11.03
H 7.77 8.83 8.68
H 5.49 8.28 9.50
H 5.21 6.63 11.31
H 7.18 5.52 12.29
H 9.46 6.06 11.44
F 3.24 3.78 5.20
C 2.61 3.13 4.17
C 2.04 3.87 3.15
C 1.41 3.19 2.12
C 1.35 1.80 2.14
C 1.92 1.09 3.18
C 2.57 1.76 4.21
H 2.10 4.95 3.17
H 0.97 3.72 1.30
H 0.85 1.28 1.34
H 1.87 0.01 3.20
H 3.03 1.23 5.03
F 3.37 -1.14 4.69
C 2.69 -2.21 5.18
C 1.97 -2.99 4.29
C 1.28 -4.07 4.78
C 1.30 -4.37 6.14
C 2.03 -3.56 7.01
C 2.73 -2.47 6.53
H 1.96 -2.73 3.24
H 0.71 -4.70 4.10
H 0.75 -5.22 6.52
H 2.04 -3.78 8.07
H 3.30 -1.83 7.19
F -1.20 -2.68 3.40
C -2.40 -2.96 3.96
C -3.52 -2.27 3.52
C -4.74 -2.57 4.10
C -4.83 -3.53 5.09
C -3.70 -4.21 5.51
C -2.47 -3.92 4.94
H -3.43 -1.51 2.76
H -5.62 -2.05 3.77
H -5.79 -3.76 5.54
H -3.77 -4.95 6.29
H -1.57 -4.44 5.25
F -5.70 -2.24 1.29
C -5.15 -2.83 0.20
C -3.78 -2.82 0.03
C -3.25 -3.42 -1.10
C -4.07 -4.02 -2.03
C -5.45 -4.03 -1.84
C -6.00 -3.43 -0.71
H -3.15 -2.34 0.76
H -2.18 -3.42 -1.24
H -3.65 -4.49 -2.90
H -6.10 -4.50 -2.56
H -7.06 -3.43 -0.54
F -2.19 -3.97 -4.52
C -1.89 -4.63 -5.67
C -1.91 -6.01 -5.65
C -1.61 -6.69 -6.82
C -1.28 -5.99 -7.97
C -1.27 -4.60 -7.96
C -1.58 -3.91 -6.80
H -2.16 -6.54 -4.74
H -1.62 -7.77 -6.83
H -1.04 -6.52 -8.88
H -1.01 -4.05 -8.85
H -1.59 -2.83 -6.77
F -4.06 -2.17 -8.36
C -3.98 -0.89 -7.94
C -3.19 0.00 -8.65
C -3.12 1.31 -8.23
C -3.83 1.73 -7.11
C -4.61 0.82 -6.41
C -4.69 -0.50 -6.83
H -2.65 -0.35 -9.52
H -2.51 2.02 -8.78
H -3.77 2.76 -6.79
H -5.17 1.14 -5.54
H -5.30 -1.22 -6.30
F -0.19 3.50 -0.41
C 0.44 2.84 -1.42
C 1.81 2.87 -1.48
C 2.45 2.18 -2.49
C 1.70 1.47 -3.43
C 0.32 1.45 -3.34
C -0.33 2.14 -2.33
H 2.38 3.43 -0.74
H 3.53 2.19 -2.56
H 2.20 0.93 -4.22
H -0.26 0.90 -4.06
H -1.40 2.14 -2.23
F -7.54 0.32 -5.09
C -8.43 -0.67 -4.90
C -8.87 -0.95 -3.62
C -9.80 -1.96 -3.45
C -10.26 -2.69 -4.53
C -9.79 -2.40 -5.81
C -8.87 -1.38 -6.00
H -8.50 -0.37 -2.79
H -10.16 -2.18 -2.45
H -10.98 -3.48 -4.39
H -10.14 -2.97 -6.66
H -8.50 -1.13 -6.98
F -0.82 -2.04 -10.10
C -0.16 -1.26 -10.98
C 1.20 -1.09 -10.82
C 1.88 -0.29 -11.73
C 1.19 0.32 -12.77
C -0.17 0.13 -12.91
C -0.86 -0.68 -12.01
H 1.71 -1.56 -9.99
H 2.94 -0.14 -11.62
H 1.72 0.94 -13.47
H -0.71 0.60 -13.72
H -1.92 -0.85 -12.10
*
```

Below is C64H59N2O6P2PdS as an isolated structure, with properties calculated with ωB97M-V with the def2-TZVPD basis set.

The calculation puts the total energy at -4243.80005 Ha. Its gap between HOMO and LUMO is 5.804 eV.

```
! RIJCOSX wB97M-V def2-TZVPD def2/J DEFGRID3
* xyz 1 1
C 0.03 -0.97 6.91
C 1.38 -1.19 6.61
C 2.06 -0.34 5.74
C 1.35 0.69 5.15
O 1.97 1.41 4.10
P 2.27 0.70 2.67
O 3.11 1.88 1.93
C 3.47 3.13 2.45
C 4.83 3.41 2.57
C 5.22 4.63 3.12
C 4.24 5.55 3.53
C 2.88 5.26 3.38
C 2.48 4.04 2.82
O 3.43 -0.38 3.03
C 4.67 -0.60 2.44
C 5.66 -1.06 3.31
C 6.96 -1.18 2.83
C 7.24 -0.90 1.49
C 6.22 -0.51 0.62
C 4.91 -0.36 1.09
Pd 0.55 -0.43 1.76
P -1.54 0.37 1.99
O -2.10 -0.33 3.36
C -3.35 -0.29 3.99
C -3.91 -1.50 4.37
C -5.22 -1.49 4.85
C -5.89 -0.27 5.01
C -5.26 0.94 4.70
C -3.96 0.94 4.21
O -1.85 1.96 2.14
C -2.61 2.74 1.24
C -3.64 3.50 1.80
C -4.59 4.04 0.94
C -4.45 3.89 -0.44
C -3.35 3.22 -0.98
C -2.40 2.65 -0.13
O -2.70 -0.04 0.92
C -3.57 -1.13 0.94
C -4.93 -0.86 0.79
C -5.83 -1.91 0.98
C -5.36 -3.19 1.26
C -3.99 -3.45 1.33
C -3.07 -2.41 1.15
C 0.72 -1.83 0.16
C 1.59 -2.85 0.80
C 1.10 -3.61 1.88
C 1.94 -4.47 2.59
C 3.28 -4.62 2.20
C 3.75 -3.94 1.07
C 2.90 -3.10 0.34
C 1.17 -0.92 -0.88
C 0.25 -0.24 -1.69
C 0.02 0.96 5.44
C -0.64 0.11 6.33
H -0.49 -1.64 7.59
H 1.92 -2.02 7.07
H 3.11 -0.49 5.50
H 5.55 2.66 2.24
H 6.28 4.85 3.23
H 4.54 6.50 3.97
H 2.12 5.97 3.69
H 1.43 3.79 2.67
H 5.38 -1.27 4.34
H 7.75 -1.50 3.52
H 8.26 -0.99 1.12
H 6.43 -0.31 -0.43
H 4.10 -0.07 0.41
H -3.31 -2.41 4.25
H -5.69 -2.44 5.10
H -6.91 -0.28 5.39
H -5.77 1.89 4.85
H -3.41 1.86 4.01
H -3.70 3.59 2.88
H -5.44 4.58 1.37
H -5.21 4.31 -1.11
H -3.22 3.13 -2.06
H -1.52 2.14 -0.52
H -5.24 0.16 0.57
H -6.90 -1.70 0.90
H -6.08 -4.00 1.43
H -3.63 -4.45 1.54
H -2.00 -2.58 1.19
H -0.31 -2.18 0.02
H 0.07 -3.45 2.20
H 1.55 -5.00 3.47
H 3.94 -5.28 2.77
H 4.79 -4.05 0.78
H 3.27 -2.60 -0.55
H 2.24 -0.73 -0.95
H -0.81 -0.44 -1.55
H 0.48 0.79 -1.98
H -0.49 1.80 4.97
H -1.69 0.30 6.58
C 2.57 0.21 -7.37
C 1.87 0.75 -6.13
C 2.86 1.34 -5.13
C 0.99 -0.32 -5.49
C 0.06 -0.99 -6.46
N -0.80 -1.92 -5.72
C -1.56 -2.91 -6.35
C -2.39 -3.59 -5.46
C -3.17 -4.65 -5.92
C -3.07 -5.02 -7.27
C -2.23 -4.33 -8.16
C -1.47 -3.25 -7.70
S -2.24 -2.93 -3.84
C -1.06 -1.74 -4.39
N -0.56 -0.79 -3.65
C 0.25 0.22 -4.29
C -0.53 1.51 -4.51
C -0.19 2.66 -3.80
C -0.87 3.86 -4.03
C -1.91 3.90 -4.97
C -2.29 2.73 -5.64
C -1.62 1.52 -5.38
H 3.16 -0.69 -7.13
H 1.86 -0.04 -8.16
H 3.25 0.97 -7.77
H 1.20 1.57 -6.45
H 3.45 0.55 -4.64
H 3.56 2.00 -5.66
H 2.38 1.94 -4.36
H 1.67 -1.09 -5.08
H -0.54 -0.27 -7.04
H 0.63 -1.58 -7.18
H -3.83 -5.16 -5.22
H -3.65 -5.86 -7.63
H -2.15 -4.64 -9.20
H -0.80 -2.68 -8.35
H 1.07 0.41 -3.60
H 0.63 2.63 -3.06
H -0.58 4.76 -3.49
H -2.42 4.84 -5.18
H -3.10 2.74 -6.37
H -1.96 0.60 -5.84
*
```